Record 1
{
  "formula": "C42H44Br2N8OS2Ti",
  "method": "wB97M-V/def2-TZVPD",
  "homo_ev": [-10.42, -10.74],
  "spin_multiplicity": 1,
  "mol_weight_g_mol": 948.68,
  "orbital_gap_ev": [5.2, 5.5],
  "charge": 2,
  "total_energy_ha": -8933.731230,
  "species": ["Ti", "C", "C", "C", "C", "C", "C", "N", "C", "C", "C", "C", "C", "N", "C", "C", "C", "C", "C", "C", "N", "H", "H", "H", "H", "H", "H", "H", "H", "H", "H", "H", "H", "H", "H", "H", "C", "N", "C", "C", "N", "C", "S", "C", "C", "C", "C", "C", "N", "H", "H", "H", "H", "H", "H", "H", "H", "H", "Br", "C", "C", "C", "N", "C", "C", "C", "C", "C", "Br", "C", "C", "N", "H", "H", "H", "H", "H", "H", "C", "C", "C", "S", "O", "C", "C", "C", "H", "H", "H", "H", "H", "H", "H", "H", "H", "H", "H", "H", "H", "H"],
  "coordinates": [[0.3217, -0.6113, 0.2665], [-4.0501, -0.2615, 2.0636], [-3.8687, -0.0477, 0.5889], [-4.7142, 0.8085, -0.1094], [-4.5444, 0.9679, -1.4748], [-3.5510, 0.2438, -2.1109], [-2.7616, -0.5995, -1.3393], [-2.8902, -0.7227, -0.0219], [-1.7652, -1.5041, -1.9632], [-2.0826, -2.1093, -3.1724], [-1.2177, -3.0435, -3.7189], [-0.0694, -3.3702, -3.0299], [0.2031, -2.7329, -1.8223], [-0.6222, -1.7958, -1.3014], [1.4110, -3.0748, -1.0439], [2.4328, -3.8436, -1.5826], [3.4970, -4.1987, -0.7738], [3.4853, -3.8166, 0.5551], [2.4506, -3.0230, 1.0326], [2.3852, -2.6946, 2.4928], [1.4649, -2.5955, 0.2230], [-5.0778, -0.0635, 2.3629], [-3.4014, 0.4185, 2.6210], [-3.7934, -1.2859, 2.3302], [-5.5007, 1.3337, 0.4162], [-5.1878, 1.6349, -2.0349], [-3.3959, 0.3313, -3.1777], [-3.0223, -1.8761, -3.6518], [-1.4557, -3.5337, -4.6537], [0.5889, -4.1344, -3.4121], [2.4149, -4.1572, -2.6146], [4.3132, -4.7882, -1.1706], [4.2713, -4.1275, 1.2305], [2.0937, -3.5922, 3.0438], [1.6447, -1.9254, 2.6866], [3.3569, -2.3775, 2.8717], [-0.3310, 3.2732, 4.0185], [-0.4417, 1.8434, 4.2657], [-0.2683, 1.2149, 5.4869], [-0.4038, -0.1015, 5.2816], [-0.6628, -0.2871, 3.9204], [-0.6675, 0.9326, 3.2957], [-0.8144, 1.3211, 1.6573], [-1.0887, -1.5320, 3.3812], [-1.7746, -2.3942, 4.2297], [-2.1813, -3.6206, 3.7436], [-1.9172, -3.9270, 2.4195], [-1.2594, -2.9933, 1.6475], [-0.8223, -1.8109, 2.1084], [-0.2025, 3.7816, 4.9695], [-1.2308, 3.6382, 3.5290], [0.5239, 3.4728, 3.3729], [-0.0528, 1.7633, 6.3870], [-0.3074, -0.9244, 5.9648], [-2.0164, -2.0957, 5.2383], [-2.7155, -4.3111, 4.3824], [-2.2311, -4.8647, 1.9835], [-1.0733, -3.1908, 0.6045], [6.5083, 1.0559, 3.0888], [4.8128, 0.7181, 2.3532], [3.6688, 0.8118, 3.1348], [2.4620, 0.5199, 2.5452], [2.3033, 0.1766, 1.2578], [3.4172, 0.1310, 0.4998], [4.6853, 0.3795, 1.0261], [3.2104, -0.1260, -0.9284], [4.2602, -0.2047, -1.8411], [3.9790, -0.3683, -3.1800], [5.3711, -0.5074, -4.4320], [2.6540, -0.4160, -3.5954], [1.6778, -0.3450, -2.6306], [1.9285, -0.2262, -1.3179], [3.7213, 1.0846, 4.1790], [1.5675, 0.5465, 3.1468], [5.5679, 0.3277, 0.4077], [5.2892, -0.1409, -1.5225], [2.3945, -0.5174, -4.6394], [0.6355, -0.3968, -2.9183], [0.8231, 2.9207, -5.0176], [-0.4712, 3.3320, -4.3219], [-0.9595, 2.3074, -3.3007], [0.0570, 2.2975, -1.8055], [-0.5047, 1.1465, -0.9940], [-0.5538, 3.7767, -0.9582], [-2.0557, 3.7812, -0.6690], [-2.8493, 4.7349, -1.5609], [1.1421, 3.6826, -5.7268], [0.6808, 1.9901, -5.5722], [1.6313, 2.7774, -4.2973], [-1.2621, 3.4669, -5.0618], [-0.3478, 4.3070, -3.8419], [-0.8726, 1.2849, -3.6850], [-1.9936, 2.4667, -3.0007], [-0.2319, 4.6384, -1.5478], [0.0397, 3.7691, -0.0423], [-2.1990, 4.0696, 0.3731], [-2.4355, 2.7586, -0.7366], [-2.3833, 5.7214, -1.5859], [-3.8633, 4.8609, -1.1811], [-2.9291, 4.3867, -2.5927]],
  "atomic_forces_ev_per_a": [[-0.2, 0.6, 0.3], [0.1, 0.0, 0.0], [-0.1, 0.0, 0.0], [0.0, 0.0, 0.0], [0.0, 0.0, 0.0], [-0.1, 0.0, 0.0], [0.1, 0.0, 0.0], [0.0, 0.0, 0.1], [-0.2, -0.2, -0.4], [0.1, 0.1, 0.2], [0.1, -0.1, -0.1], [-0.2, 0.0, 0.0], [0.1, -0.1, -0.1], [0.3, 0.2, 0.2], [-0.1, 0.0, 0.0], [0.1, -0.1, 0.1], [0.0, 0.0, -0.1], [0.0, 0.0, 0.0], [0.1, -0.1, 0.0], [0.0, 0.0, 0.0], [-0.2, 0.2, -0.2], [0.0, 0.0, 0.0], [0.0, 0.0, 0.0], [0.0, 0.0, 0.0], [0.0, 0.0, 0.0], [0.0, 0.0, 0.0], [0.0, 0.0, 0.0], [0.0, 0.0, 0.0], [0.0, 0.0, 0.0], [0.0, 0.0, 0.0], [0.0, 0.0, 0.0], [0.0, 0.0, 0.0], [0.0, 0.0, 0.0], [0.0, 0.0, 0.0], [0.0, 0.0, 0.0], [0.0, 0.0, 0.0], [0.0, 0.1, 0.0], [0.0, 0.0, 0.0], [0.0, 0.1, 0.0], [0.0, -0.1, 0.0], [0.0, 0.1, 0.0], [0.0, 0.0, 0.1], [0.1, -0.1, 0.1], [-0.1, -0.1, -0.1], [0.0, 0.0, 0.0], [0.0, 0.0, 0.0], [0.0, 0.0, 0.0], [-0.1, 0.0, 0.0], [0.3, 0.1, -0.1], [0.0, 0.0, 0.0], [0.0, 0.0, 0.0], [0.0, 0.0, 0.0], [0.0, 0.0, 0.0], [0.0, 0.0, 0.0], [0.0, 0.0, 0.0], [0.0, 0.0, 0.0], [0.0, 0.0, 0.0], [0.0, 0.0, 0.0], [-0.1, 0.0, 0.0], [0.1, 0.0, 0.1], [0.0, 0.0, 0.0], [-0.1, 0.0, 0.0], [-0.2, -0.2, -0.3], [0.0, 0.1, 0.4], [0.0, 0.0, -0.2], [0.0, 0.0, -0.4], [0.1, 0.0, 0.2], [0.0, 0.0, -0.2], [-0.1, 0.0, 0.1], [0.1, 0.0, -0.1], [-0.1, 0.0, 0.1], [-0.2, -0.2, 0.1], [0.0, 0.0, 0.0], [0.0, 0.0, 0.0], [0.0, 0.0, 0.0], [0.0, 0.0, 0.0], [0.0, 0.0, 0.0], [0.0, 0.0, 0.0], [0.0, 0.0, 0.1], [0.0, 0.0, 0.0], [0.1, 0.0, 0.0], [-0.1, 0.3, 0.0], [-0.1, -0.5, -0.1], [0.0, -0.1, -0.1], [0.0, 0.1, -0.1], [0.0, 0.0, 0.0], [0.0, 0.0, 0.0], [0.0, 0.0, 0.0], [0.0, 0.0, 0.0], [0.0, 0.0, 0.0], [0.0, 0.0, 0.0], [0.0, 0.1, 0.0], [0.0, 0.0, 0.1], [0.0, 0.0, 0.0], [0.0, 0.0, 0.0], [0.0, 0.0, 0.0], [-0.1, 0.0, 0.0], [0.0, 0.0, 0.0], [0.0, 0.0, 0.0], [0.0, 0.0, 0.0]]
}

***

Record 2
{
  "formula": "C42H44ClN5O11P2Sr",
  "method": "wB97M-V/def2-TZVPD",
  "de_lowest_ev": 0.712,
  "homo_ev": -2.56,
  "spin_multiplicity": 1,
  "mol_weight_g_mol": 979.86,
  "orbital_gap_ev": 6.4,
  "charge": -2,
  "total_energy_ha": -3902.090300,
  "species": ["Sr", "C", "C", "C", "P", "C", "C", "C", "C", "C", "C", "C", "C", "C", "N", "C", "C", "C", "C", "C", "C", "P", "C", "C", "C", "C", "C", "C", "H", "H", "H", "H", "H", "H", "H", "H", "H", "H", "H", "H", "H", "H", "H", "H", "H", "H", "H", "H", "H", "H", "H", "H", "H", "H", "H", "H", "H", "H", "H", "H", "H", "H", "H", "H", "O", "C", "O", "C", "C", "C", "C", "C", "C", "O", "N", "O", "O", "N", "O", "O", "H", "H", "O", "C", "O", "C", "C", "Cl", "N", "N", "C", "C", "O", "O", "C", "C", "C", "C", "C", "C", "H", "H", "H", "H", "H", "H"],
  "coordinates": [[-1.1648, -0.4789, 0.4573], [2.1813, -5.2756, -0.7617], [1.1178, -4.2530, -1.1503], [1.6823, -3.2836, -2.1900], [0.3774, -3.2473, 0.2305], [-0.7911, -4.4057, 1.1097], [-0.5238, -5.9089, 1.1217], [-1.0672, -3.8874, 2.5244], [1.7157, -2.8720, 1.4003], [2.2525, -3.8614, 2.2337], [3.1446, -3.5810, 3.2492], [3.4898, -2.2458, 3.4634], [2.9882, -1.2540, 2.6560], [2.1147, -1.5160, 1.5666], [1.6371, -0.4850, 0.7883], [2.5060, 0.5381, 0.5274], [3.8975, 0.2906, 0.3558], [4.8115, 1.2908, 0.1116], [4.4025, 2.6187, 0.0081], [3.0478, 2.8888, 0.1236], [2.0908, 1.8968, 0.3466], [0.3084, 2.2623, 0.4710], [-0.2225, 3.5073, -0.8149], [0.7604, 4.5236, -1.3909], [-0.9053, 2.7508, -1.9556], [0.1213, 3.1632, 2.0834], [0.7049, 4.5690, 2.1636], [0.6750, 2.2736, 3.1988], [2.5370, -5.8041, -1.6516], [1.8161, -6.0167, -0.0515], [3.0375, -4.7730, -0.3073], [0.2577, -4.7664, -1.5967], [2.5001, -2.6955, -1.7626], [0.9116, -2.5937, -2.5339], [2.0756, -3.8259, -3.0548], [-1.7044, -4.2490, 0.5228], [0.3438, -6.1693, 1.7314], [-0.3707, -6.3090, 0.1179], [-1.3862, -6.4249, 1.5535], [-0.2398, -4.1236, 3.1958], [-1.9713, -4.3536, 2.9222], [-1.2184, -2.8062, 2.5746], [1.9429, -4.8871, 2.0792], [3.5345, -4.3700, 3.8797], [4.1458, -1.9767, 4.2843], [3.2520, -0.2233, 2.8579], [4.2466, -0.7322, 0.4278], [5.8582, 1.0299, -0.0070], [5.1137, 3.4164, -0.1657], [2.7181, 3.9139, 0.0392], [-1.0100, 4.0439, -0.2712], [1.5866, 4.0210, -1.8972], [1.1754, 5.1959, -0.6396], [0.2435, 5.1356, -2.1363], [-0.1734, 2.1621, -2.5125], [-1.3743, 3.4541, -2.6491], [-1.6875, 2.0909, -1.5819], [-0.9668, 3.2209, 2.2071], [1.7940, 4.5396, 2.0802], [0.4604, 5.0209, 3.1295], [0.3133, 5.2237, 1.3838], [1.7638, 2.2042, 3.1228], [0.2547, 1.2679, 3.1543], [0.4303, 2.7011, 4.1750], [-3.1372, -0.8716, 4.2300], [-2.6740, -0.1220, 3.3738], [-1.5769, -0.2792, 2.7426], [-3.4459, 1.1613, 3.0605], [-4.0552, 1.7763, 4.1150], [-4.7781, 2.9704, 3.9476], [-4.9149, 3.5363, 2.6982], [-4.3030, 2.9329, 1.6208], [-3.5433, 1.7000, 1.7100], [-3.0638, 1.1226, 0.7067], [-4.4599, 3.6166, 0.3540], [-5.4736, 4.2890, 0.1872], [-3.6062, 3.4907, -0.5021], [-5.3822, 3.6159, 5.0777], [-5.2429, 3.1113, 6.1842], [-6.0177, 4.6511, 4.8977], [-3.9838, 1.3129, 5.0884], [-5.4791, 4.4456, 2.5587], [-3.7972, -3.3307, -4.9392], [-2.7912, -2.7346, -5.5311], [-2.5798, -2.8346, -6.7231], [-1.9242, -1.8849, -4.6685], [-0.8295, -1.1683, -5.1101], [-0.0722, -1.1191, -6.6356], [-0.2992, -0.5189, -4.0481], [-0.9813, -0.7908, -2.9216], [-1.9573, -1.6068, -3.2751], [-2.8555, -2.1536, -2.1791], [-3.7974, -2.9072, -2.5179], [-2.5260, -1.8230, -1.0315], [0.7951, 0.3902, -4.0073], [1.7214, 0.2843, -2.9814], [2.7675, 1.1942, -2.9228], [2.8728, 2.1971, -3.8758], [1.9246, 2.3055, -4.8848], [0.8750, 1.4036, -4.9511], [-3.8561, -3.0762, -3.9174], [1.6113, -0.4793, -2.2211], [3.4899, 1.1240, -2.1211], [3.6870, 2.9087, -3.8138], [1.9884, 3.1048, -5.6121], [0.1083, 1.4958, -5.7090]],
  "atomic_forces_ev_per_a": [[0.3, 0.2, -0.4], [0.0, 0.0, 0.0], [0.1, 0.1, 0.0], [0.0, 0.0, 0.0], [-0.1, 0.2, 0.0], [0.0, 0.0, 0.0], [0.0, 0.0, 0.0], [0.0, 0.0, 0.0], [0.0, -0.1, 0.0], [0.0, 0.1, 0.0], [0.0, 0.0, 0.0], [0.0, 0.0, 0.0], [0.0, 0.0, 0.1], [0.0, -0.1, 0.1], [-0.2, 0.0, 0.0], [0.1, 0.1, -0.1], [0.1, 0.0, 0.0], [0.0, 0.0, 0.0], [0.0, 0.0, 0.0], [0.1, 0.0, 0.0], [0.0, 0.0, -0.1], [-0.1, -0.2, 0.0], [-0.1, 0.0, 0.1], [0.0, 0.0, 0.0], [0.0, 0.0, 0.0], [0.1, -0.1, 0.0], [0.0, 0.0, 0.0], [0.0, 0.0, 0.0], [0.0, 0.0, 0.0], [0.0, 0.0, 0.0], [0.0, 0.0, 0.0], [0.0, 0.0, 0.0], [0.0, 0.0, 0.0], [0.0, 0.0, 0.0], [0.0, 0.0, 0.0], [0.0, 0.0, 0.0], [0.0, 0.0, 0.0], [0.0, 0.0, 0.0], [0.0, 0.0, 0.0], [0.0, 0.0, 0.0], [0.0, 0.0, 0.0], [0.0, 0.0, 0.0], [0.0, 0.0, 0.0], [0.0, 0.0, 0.0], [0.0, 0.0, 0.0], [0.0, 0.0, 0.0], [0.0, 0.0, 0.0], [0.0, 0.0, 0.0], [0.0, 0.0, 0.0], [0.0, 0.0, 0.0], [0.0, 0.0, 0.0], [0.0, 0.0, 0.0], [0.0, 0.0, 0.0], [0.0, 0.0, 0.0], [0.0, 0.0, 0.0], [0.0, 0.0, 0.0], [0.0, 0.0, 0.0], [0.0, 0.0, 0.0], [0.0, 0.0, 0.0], [0.0, 0.0, 0.0], [0.0, 0.0, 0.0], [0.0, 0.0, 0.0], [0.0, 0.0, 0.0], [0.0, 0.0, 0.0], [0.0, 0.0, 0.1], [-0.1, 0.2, 0.0], [0.0, -0.1, 0.1], [0.0, 0.0, 0.0], [0.0, 0.0, 0.0], [0.0, 0.0, 0.0], [0.0, 0.0, 0.0], [0.2, 0.0, 0.1], [0.0, 0.0, 0.1], [0.1, -0.1, 0.0], [-0.3, -0.3, -0.3], [0.0, 0.1, 0.0], [0.2, 0.1, 0.0], [-0.1, 0.1, 0.1], [0.0, 0.0, 0.0], [0.0, 0.0, 0.0], [0.0, 0.0, 0.0], [0.0, 0.0, 0.0], [0.0, 0.2, 0.0], [-0.3, 0.0, -0.1], [0.1, -0.1, 0.0], [0.2, 0.1, -0.1], [0.0, 0.0, 0.1], [-0.1, 0.0, -0.1], [0.0, 0.0, 0.0], [0.0, 0.0, 0.1], [0.0, -0.1, 0.0], [0.3, 0.1, -0.1], [-0.1, 0.2, 0.1], [-0.4, -0.2, 0.2], [0.0, 0.0, 0.0], [0.0, 0.0, 0.0], [0.0, 0.0, 0.0], [0.0, 0.0, 0.0], [0.0, 0.0, 0.0], [0.0, 0.0, 0.0], [0.1, -0.4, -0.1], [0.0, 0.0, 0.0], [0.0, 0.0, 0.0], [0.0, 0.0, 0.0], [0.0, 0.0, 0.0], [0.0, 0.0, 0.0]]
}

***

Q: Number 1 is which compound?
A: C42H44Br2N8OS2Ti